{"formula": "C72H200N16O20", "method": "the ωB97M-V functional and the def2-TZVPD basis", "symbols": ["H", "H", "C", "H", "H", "C", "C", "H", "C", "C", "H", "H", "C", "H", "C", "C", "H", "N", "O", "C", "C", "H", "C", "N", "H", "H", "H", "H", "H", "H", "H", "H", "H", "C", "C", "H", "H", "H", "H", "H", "H", "H", "H", "C", "C", "H", "H", "H", "H", "O", "H", "H", "H", "N", "H", "H", "O", "O", "H", "H", "N", "O", "N", "H", "N", "H", "H", "H", "N", "N", "H", "H", "C", "H", "H", "C", "C", "H", "H", "C", "H", "H", "H", "H", "O", "H", "H", "H", "C", "H", "H", "H", "O", "C", "C", "C", "C", "H", "H", "H", "H", "H", "H", "N", "H", "H", "O", "H", "H", "N", "C", "C", "C", "O", "H", "C", "C", "C", "H", "C", "H", "H", "H", "H", "H", "H", "C", "H", "H", "H", "H", "H", "H", "H", "H", "H", "H", "H", "H", "O", "O", "O", "N", "H", "C", "H", "C", "H", "H", "C", "C", "N", "H", "H", "C", "H", "H", "H", "C", "H", "C", "H", "H", "H", "C", "H", "H", "H", "H", "O", "C", "H", "H", "H", "H", "H", "H", "O", "C", "C", "H", "H", "H", "H", "H", "C", "N", "H", "H", "H", "H", "O", "H", "H", "H", "H", "C", "C", "H", "H", "C", "C", "H", "H", "H", "C", "H", "C", "H", "H", "N", "H", "H", "H", "H", "C", "H", "O", "H", "C", "H", "H", "H", "H", "H", "H", "C", "H", "H", "H", "H", "H", "H", "H", "H", "H", "H", "H", "H", "H", "H", "H", "H", "C", "H", "H", "H", "H", "H", "C", "H", "H", "H", "H", "H", "H", "C", "H", "H", "H", "H", "H", "N", "C", "O", "H", "H", "C", "C", "H", "H", "H", "H", "C", "H", "H", "H", "H", "O", "C", "N", "H", "C", "C", "C", "H", "C", "H", "H", "H", "C", "C", "H", "C", "C", "O", "H", "H", "O", "H", "H", "C", "C", "H", "C", "H", "H", "H"], "xyz": [[19.4527, 16.2798, -23.2249], [15.2975, 6.3378, -23.7262], [19.8227, 7.3651, -20.7933], [16.4958, 14.8188, -19.9138], [6.6363, 9.7441, -15.8944], [10.1952, 14.1178, -19.4824], [14.1153, 7.3582, -19.7306], [8.3104, 15.5982, -16.7201], [15.9222, 8.7019, -16.7616], [16.7192, 15.9540, -15.7702], [13.6620, 16.4465, -16.8996], [14.4392, 5.9023, -22.2398], [10.5138, 4.4399, -18.8993], [18.6432, 11.6433, -28.0240], [12.1223, 18.3462, -22.3565], [11.8595, 10.4215, -23.4488], [10.7676, 14.3544, -27.0652], [11.1883, 6.1844, -17.2735], [14.8384, 8.2083, -18.9137], [15.0189, 18.2838, -12.2031], [13.9383, 21.1172, -20.8106], [19.6736, 6.8088, -19.8678], [15.6371, 16.7682, -19.5926], [14.4190, 13.1302, -20.9638], [11.1838, 10.9978, -21.4768], [11.0696, 9.2619, -16.1185], [6.7681, 7.0787, -22.0177], [12.8063, 16.4583, -11.4678], [18.1431, 1.2172, -20.5127], [12.0014, 2.9302, -17.3770], [19.3202, 3.1943, -21.4896], [18.6317, 4.5918, -21.8881], [9.8939, 8.2032, -23.2891], [22.1237, 6.9358, -20.7156], [12.3565, 13.3718, -25.8207], [14.2185, 22.0840, -21.2287], [14.6381, 6.4072, -19.8325], [11.0176, 12.6557, -27.2223], [17.6078, 18.7180, -23.0428], [14.9778, 18.8532, -19.2135], [12.4480, 19.2071, -22.9404], [12.4256, 8.2656, -24.8862], [16.2180, 20.6379, -18.3612], [17.2995, 1.9075, -20.5096], [17.3530, 3.0579, -21.5089], [13.4013, 8.5576, -13.3171], [15.2134, 3.8809, -18.4594], [12.9613, 11.5117, -13.3335], [15.9571, 15.5629, -16.4443], [19.5645, 14.0843, -19.9476], [15.0195, 3.7878, -16.6913], [17.4077, 2.6621, -22.5230], [9.6006, 12.0740, -23.7888], [13.0533, 17.2021, -13.1983], [11.9911, 7.1007, -23.6631], [14.5490, 15.7735, -14.5319], [5.4074, 10.6845, -14.4820], [12.7272, 18.3893, -21.0933], [19.8070, 6.6722, -21.6345], [15.0886, 8.2490, -14.7188], [16.7505, 12.8085, -23.4795], [12.3636, 14.1485, -24.7084], [11.8029, 12.6564, -22.4540], [14.1646, 14.3261, -18.5759], [19.1842, 17.1057, -24.9796], [13.3166, 14.5658, -12.1642], [17.2120, 11.7290, -15.6750], [12.1908, 10.2320, -16.9017], [11.9005, 21.9541, -20.0672], [8.7043, 14.9939, -16.0131], [10.3553, 16.6229, -17.2346], [16.9145, 12.3904, -22.5748], [12.2559, 3.9725, -17.1851], [17.4657, 16.2208, -20.6567], [17.3485, 7.3882, -22.2344], [9.7119, 11.7264, -22.7617], [11.6485, 9.8284, -12.9837], [18.3025, 13.8991, -21.4798], [9.5161, 9.0518, -17.7138], [8.8058, 7.8311, -21.5723], [7.3256, 12.5690, -15.1231], [14.3095, 12.3960, -15.9442], [16.6025, 8.7111, -21.2980], [17.3673, 13.2249, -26.1522], [16.2559, 16.9316, -14.8195], [11.4434, 10.9205, -15.5396], [19.0742, 9.0752, -22.7406], [8.3673, 11.3650, -15.7364], [12.1456, 19.4131, -20.2589], [16.4938, 7.2532, -15.1406], [9.5246, 4.8496, -19.1038], [12.5934, 12.3306, -25.6019], [11.8803, 16.9358, -15.8759], [14.0539, 13.2477, -18.4625], [9.7751, 12.6903, -19.0170], [15.2509, 16.4136, -13.9974], [9.9533, 15.6180, -21.2768], [11.3255, 13.3221, -21.8632], [18.0687, 11.3165, -14.1792], [10.1568, 9.7141, -19.2652], [15.2472, 16.5229, -18.6047], [13.9955, 7.9049, -17.0798], [12.5886, 17.5604, -17.8063], [14.7475, 16.5247, -20.7136], [18.9904, 11.1133, -26.3400], [12.0533, 6.3482, -17.7685], [11.5082, 9.0582, -23.2179], [18.6772, 8.9211, -19.8287], [8.4199, 9.2884, -19.0922], [17.1248, 11.4412, -20.8990], [16.3433, 12.4862, -14.0566], [12.3907, 8.1042, -23.8088], [6.3027, 10.7357, -15.5886], [9.7450, 14.2550, -20.8546], [13.4271, 8.0889, -23.4715], [14.0314, 13.8003, -10.1572], [16.8835, 15.8332, -19.8206], [13.0486, 14.6112, -11.1087], [14.5340, 4.7377, -23.6130], [18.2945, 11.0529, -27.1767], [12.6426, 13.0076, -20.0510], [15.7664, 13.0352, -23.4958], [7.7381, 13.1924, -18.6009], [15.3108, 12.6613, -20.8928], [12.6106, 19.4198, -19.2731], [11.3442, 15.2195, -16.8397], [17.8210, 12.3403, -19.9929], [17.6621, 20.2511, -17.4628], [15.9116, 4.5059, -20.5521], [17.5236, 15.8674, -18.9391], [11.1826, 4.9100, -19.6201], [16.9898, 7.2096, -20.5468], [10.3232, 11.9601, -19.6124], [16.5241, 8.9813, -14.7582], [14.6750, 10.7847, -19.3854], [15.2517, 6.7569, -17.3977], [15.1429, 10.6646, -24.2311], [14.2967, 16.7654, -24.6253], [18.1709, 11.5322, -24.4380], [16.6749, 12.8178, -12.7053], [13.1173, 12.9226, -17.4720], [21.1596, 7.9715, -20.7343], [18.5805, 3.8300, -21.2269], [9.3782, 16.4125, -20.8013], [15.8878, 18.3265, -19.5010], [16.9370, 8.6455, -17.1555], [8.2432, 12.3894, -19.1378], [14.0532, 14.1918, -15.9959], [14.0558, 17.2598, -20.7472], [12.5075, 8.8724, -13.8558], [18.5389, 18.1755, -22.8791], [9.1540, 7.5838, -22.9908], [7.9676, 11.4236, -18.7141], [22.0763, 6.4335, -21.6818], [12.4576, 20.8668, -20.8494], [10.7183, 13.9294, -14.4583], [16.1080, 18.2856, -12.1584], [15.1034, 15.3253, -25.2354], [13.7425, 11.1458, -19.8192], [7.0344, 7.1208, -20.2897], [7.5243, 11.4992, -15.0586], [12.7178, 12.5908, -22.0312], [14.2754, 18.4191, -14.1668], [10.5052, 6.6765, -17.8314], [9.4397, 9.0370, -18.8010], [20.9183, 15.6636, -19.9797], [14.4199, 2.5280, -17.8318], [16.4593, 9.8579, -24.9054], [16.5849, 10.7245, -20.4354], [13.4076, 4.3433, -17.9447], [17.6132, 12.1298, -14.7441], [17.1434, 2.2686, -19.4931], [12.5129, 17.4396, -22.8188], [17.0373, 15.6992, -22.7888], [9.0564, 10.8568, -22.7171], [13.4149, 18.1768, -16.4792], [11.7892, 11.6580, -11.9858], [16.8770, 18.6161, -18.4970], [17.1328, 20.0460, -18.3933], [18.6653, 16.8930, -23.6631], [11.0527, 18.1745, -22.2356], [10.9495, 15.9905, -21.0386], [9.2214, 16.5906, -14.9852], [5.8270, 11.2811, -16.4037], [14.4557, 12.9216, -10.6429], [7.5337, 6.9793, -21.2482], [15.3865, 10.0497, -16.6807], [9.6247, 13.1073, -17.0106], [13.7959, 10.6171, -20.7709], [12.7571, 13.2489, -15.4781], [17.0167, 12.0268, -12.2822], [16.9313, 11.3140, -26.8095], [12.0489, 14.1769, -11.0933], [19.4483, 12.6235, -21.4466], [21.9962, 6.2448, -19.8822], [10.4960, 9.5875, -11.2760], [10.9897, 13.4585, -26.4855], [12.9382, 17.2575, -16.8194], [19.2495, 10.8840, -19.3382], [14.6320, 14.1067, -20.8180], [10.8946, 16.1238, -16.4295], [14.4162, 17.6232, -13.4355], [19.9002, 15.6365, -21.3542], [14.4404, 20.3612, -21.4144], [17.8240, 11.0243, -18.2086], [17.3618, 16.0732, -23.7598], [23.1002, 7.4033, -20.5888], [18.8287, 13.2368, -20.7924], [11.8895, 8.7785, -11.1874], [18.4530, 17.6393, -25.4278], [10.0994, 12.4684, -17.6323], [10.7524, 10.0756, -13.5529], [13.9299, 7.6925, -20.7513], [15.5938, 11.6962, -14.1046], [10.9083, 8.0471, -20.8446], [15.0475, 16.0110, -24.3900], [16.4583, 10.0762, -23.1867], [9.8335, 7.7113, -19.1887], [10.4110, 3.3701, -19.0816], [10.3001, 14.9103, -14.2326], [9.5674, 14.7790, -13.4363], [8.5334, 8.8656, -21.3629], [17.7643, 10.8018, -21.3488], [9.8290, 15.7325, -22.3536], [16.4515, 1.2790, -20.7815], [14.5848, 19.2656, -12.0141], [11.1404, 11.3834, -22.4954], [11.5431, 10.6460, -24.4674], [7.7582, 5.9188, -21.3621], [12.0894, 21.6635, -19.1186], [15.2774, 16.5949, -21.5705], [12.5965, 18.1005, -13.1326], [18.4902, 18.0510, -21.7973], [15.3539, 3.3867, -21.7207], [13.1706, 13.7018, -26.4660], [13.2340, 10.6958, -11.7906], [14.9920, 12.7863, -18.1540], [18.3183, 12.9281, -14.9759], [7.8677, 12.3456, -20.1602], [9.6552, 14.7892, -18.8148], [12.8817, 10.7022, -19.3189], [11.0792, 19.3123, -20.0570], [19.3939, 18.8128, -23.1049], [14.9712, 7.7985, -17.5540], [15.7483, 12.6512, -25.9320], [11.2618, 14.2139, -19.2795], [16.2780, 18.7302, -20.4352], [21.1661, 14.4869, -21.3177], [14.3824, 21.1148, -19.8152], [15.0530, 5.5159, -23.0534], [12.9285, 10.6326, -23.4210], [11.1042, 15.4595, -13.7429], [10.8971, 22.0288, -20.1546], [14.8122, 14.4769, -9.8098], [15.9334, 13.3713, -14.5429], [18.2118, 10.0267, -27.5348], [13.6122, 13.2074, -16.1527], [17.0608, 12.9780, -19.5418], [8.3420, 7.8166, -23.5444], [12.6788, 16.8840, -14.0807], [10.2660, 6.4518, -20.7393], [17.4860, 15.2059, -24.4083], [19.1138, 9.5017, -21.8259], [17.3557, 7.9234, -21.2848], [12.9416, 9.4820, -15.1211], [19.0832, 16.2355, -25.4823], [4.5439, 10.5713, -14.8859], [16.7922, 12.3447, -25.8646], [16.2244, 10.5808, -24.1241], [14.9435, 10.2244, -17.5714], [10.3167, 4.4384, -16.7976], [14.8203, 17.7090, -11.2985], [10.1363, 13.1731, -25.8702], [18.5338, 11.5459, -18.8506], [11.9178, 21.0380, -21.7808], [11.8727, 8.0048, -14.0361], [20.0911, 9.7395, -21.7333], [7.8221, 11.3617, -14.0191], [12.9332, 15.9305, -10.6761], [13.6608, 12.6805, -19.8406], [11.1814, 9.0975, -11.8330], [17.3920, 16.5046, -16.4278], [9.9997, 7.4990, -20.5954], [15.9983, 8.2078, -15.3179], [20.4353, 14.9750, -20.6729], [12.5900, 4.0977, -16.1551], [12.4713, 10.9899, -12.5115], [11.0821, 12.5868, -17.4313], [14.6547, 10.0438, -15.9846], [7.9622, 15.0408, -15.3295], [11.0457, 4.7811, -17.5319], [16.1782, 4.0695, -21.5147], [17.3065, 15.1239, -15.3778], [14.5398, 3.5962, -17.6511], [9.7831, 15.7556, -15.4040], [16.2747, 16.7867, -24.3317], [15.6559, 15.8110, -13.1844], [13.1649, 7.1955, -19.2222], [16.2738, 5.0054, -22.5826], [9.2343, 12.4770, -22.1318], [17.7200, 20.4349, -19.2252], [17.1095, 11.7803, -24.4340], [18.7564, 8.4920, -20.8276], [13.5746, 13.4358, -9.2372], [11.8603, 9.9780, -15.8946], [14.7505, 15.4620, -23.4965], [19.1726, 12.2195, -18.2793], [12.1726, 13.6062, -23.9396]], "forces_ev_per_a": [[-0.39, -0.32, 0.62], [-0.03, -0.01, -0.02], [0.66, 1.20, 0.95], [0.25, 0.19, -0.44], [-0.34, -0.21, -0.17], [-1.89, -1.85, 0.01], [-0.56, -1.12, 0.62], [-0.12, 0.00, -0.74], [-1.03, -0.90, 0.70], [0.81, 1.25, -0.38], [-0.02, -0.07, -0.01], [-0.20, -0.06, 0.06], [-0.07, 0.21, -0.76], [-0.08, 0.45, 0.12], [0.52, -0.95, -0.20], [-0.79, 0.31, -0.56], [0.19, 0.27, 0.44], [1.11, 0.12, -0.19], [1.60, 1.21, 0.13], [0.08, -0.68, 0.92], [0.89, -0.29, -1.48], [0.01, -0.38, 0.01], [1.61, 0.83, -0.44], [1.10, 0.53, 0.23], [0.05, -0.88, 0.18], [-0.11, -0.34, 0.72], [-0.05, 0.64, -0.12], [0.01, 0.47, -0.65], [0.34, 0.47, -0.24], [0.16, -0.30, 0.08], [0.61, 0.15, 0.17], [0.01, 0.25, -0.15], [0.07, 0.15, 0.13], [0.22, 0.71, -0.18], [-0.69, -0.11, -0.89], [-0.32, 0.05, -0.12], [-0.05, -0.40, 0.08], [-0.22, -0.13, -0.51], [0.00, 0.05, -0.71], [-0.38, -0.12, -0.23], [-0.59, 0.03, -0.23], [0.03, 0.07, -0.25], [-0.36, -0.17, 0.01], [-1.34, 0.05, -0.17], [1.03, 1.67, 0.29], [0.10, 0.13, -0.10], [0.55, 0.13, 0.27], [0.02, 0.24, -0.03], [-0.57, -0.04, 0.29], [1.19, 0.35, 0.03], [-0.26, 0.08, 0.27], [-0.25, -0.19, -0.22], [0.12, 0.23, -0.18], [-0.76, 0.07, 0.62], [-0.27, 0.16, 0.24], [-0.07, -0.13, -0.42], [-0.58, -0.27, -0.47], [-0.92, 1.11, 1.83], [-0.29, 0.08, -0.28], [-0.65, -0.49, -0.79], [1.46, 0.96, 0.27], [0.88, 1.88, 1.13], [1.47, 0.79, -0.59], [0.14, 0.37, 0.18], [-0.25, 0.98, -1.33], [0.66, -0.03, -0.10], [0.71, -0.36, -0.52], [0.71, -0.01, 0.00], [-0.34, -0.31, 1.10], [-0.38, -0.17, -1.06], [0.19, 0.32, -0.46], [-0.21, 0.22, 0.42], [1.19, 0.01, 0.15], [-0.05, -0.47, -0.22], [0.38, 0.22, -0.14], [-1.68, -1.02, -1.29], [1.24, -0.91, 0.23], [-0.57, -0.16, -0.24], [0.04, 0.21, -0.11], [-0.60, -0.55, 1.11], [-0.16, 0.16, 0.01], [0.11, 0.24, 0.58], [0.12, 0.12, -0.14], [0.44, 0.08, 0.29], [0.28, -1.29, -1.01], [-0.14, -0.10, 0.46], [-0.29, -0.15, -0.27], [0.24, -0.22, 0.14], [0.94, 1.62, -1.01], [0.00, 0.01, -0.25], [-0.05, 0.26, 0.31], [-0.08, -0.33, 0.15], [0.84, 0.75, -0.68], [0.41, -0.41, -0.75], [-0.85, -0.07, -0.16], [-1.01, 1.47, 0.81], [0.63, 0.22, -0.27], [-0.63, -0.07, -0.09], [0.40, -0.02, -0.21], [-0.09, 0.48, 0.17], [-0.63, -0.37, -0.12], [-0.33, -0.03, 0.17], [-0.53, -0.54, -0.19], [-0.45, -0.44, 0.62], [-0.02, 0.05, 0.01], [0.46, 0.94, 0.10], [1.19, 0.05, 0.72], [-0.01, 0.15, -0.15], [-0.02, -0.09, -0.13], [-0.33, -0.17, -0.38], [0.83, 1.00, 0.94], [-0.40, 0.04, -0.70], [1.20, 0.54, 1.54], [0.95, 2.03, 0.99], [0.03, 0.53, 0.53], [-0.74, 0.67, -0.66], [-0.82, 1.73, 1.24], [0.21, -1.29, 1.04], [-0.35, 0.00, 0.01], [-1.19, -0.88, -0.25], [-0.31, -0.25, 0.41], [-0.27, -0.19, -0.31], [-0.32, -0.07, 0.06], [0.50, -0.23, -0.56], [0.39, -0.45, -0.02], [-0.06, -0.38, -0.04], [0.96, -0.34, 0.98], [0.07, -0.33, -0.06], [0.58, 0.44, 0.16], [0.11, -0.06, -0.05], [0.11, -0.36, -0.34], [0.05, -0.13, 0.11], [0.13, -0.08, -0.16], [0.79, -0.02, -0.13], [-0.08, 0.25, 0.53], [0.24, -0.34, -0.63], [-0.01, 0.87, 0.21], [-0.18, -0.22, 0.07], [0.01, -0.01, 0.58], [-0.89, 0.50, 0.30], [-0.58, 0.78, 0.48], [-1.39, -0.63, 0.25], [-0.02, -0.45, -0.12], [-1.01, -0.53, 0.40], [1.59, -0.96, 0.76], [0.04, 0.33, -0.35], [0.73, 0.50, -0.50], [0.42, 0.12, -0.68], [-0.29, -0.12, -0.15], [-0.89, 0.78, -0.64], [-0.20, 0.57, 0.45], [-0.14, -0.16, 1.02], [0.35, 0.15, 0.37], [0.23, -0.45, 0.04], [-0.90, -0.16, 0.73], [-0.23, -0.04, -0.55], [0.06, 0.53, -0.73], [-0.02, -0.27, 0.04], [-0.34, -0.39, 0.12], [0.40, 0.28, 0.11], [0.04, 0.99, -1.11], [0.60, -0.09, -0.26], [1.14, -0.12, -0.74], [-0.19, 0.16, 0.02], [0.63, -0.89, -0.31], [0.10, -0.47, 0.26], [-0.41, -0.32, 0.44], [0.01, -0.57, -0.07], [-0.59, 0.40, 0.86], [-1.07, 0.31, -0.23], [-0.66, -1.11, -1.23], [0.10, 0.05, 0.01], [0.05, 0.03, -0.24], [0.14, -0.20, 0.30], [0.02, -0.33, 0.11], [0.25, -0.29, 0.50], [0.20, 0.40, 0.00], [-0.09, 1.15, 0.05], [-0.20, -0.92, 0.13], [-0.64, -1.13, 0.46], [-0.25, 0.57, -0.35], [0.63, -0.56, -0.09], [1.18, 0.98, 0.14], [0.24, -0.11, -0.27], [0.13, 0.20, -0.21], [0.50, -0.44, -0.58], [0.70, 0.49, -0.70], [-0.49, 0.25, 0.00], [-0.35, 0.63, -0.64], [-0.07, -0.61, 0.05], [0.05, -0.06, -0.01], [0.92, 0.22, -0.64], [-0.19, -0.51, 0.20], [0.44, -0.38, 0.16], [-0.27, -0.18, -0.01], [-0.07, 0.17, -0.22], [0.22, -1.34, -1.44], [-0.49, 0.53, 0.62], [-0.16, -0.40, 0.11], [-0.10, 0.71, -0.40], [-1.53, -0.56, 0.37], [1.22, -0.29, -0.31], [-0.61, -0.09, -0.02], [0.31, -0.11, 0.12], [0.04, -0.07, -0.04], [-0.43, -0.33, 0.20], [-0.01, 0.02, -0.15], [-1.13, 0.09, -0.15], [0.34, 0.12, -0.22], [0.01, 0.69, -0.55], [0.51, -0.36, 0.71], [0.14, 0.42, -0.05], [0.22, 0.81, 0.19], [0.02, -0.21, -0.02], [-0.06, 0.42, -0.62], [0.73, 1.09, -0.86], [0.02, 0.38, 0.16], [-1.43, 0.04, -0.57], [0.34, -0.09, 0.01], [0.77, 0.84, 0.60], [-0.33, -0.05, -0.22], [0.02, 0.40, -0.23], [1.02, 0.26, -0.58], [-0.14, -0.46, 0.02], [-0.25, -0.10, 0.18], [0.26, 0.16, -0.18], [-0.24, 0.22, 1.52], [-0.01, 0.26, -0.31], [0.39, -0.16, 0.34], [-0.15, 0.65, 0.70], [0.21, 0.00, -0.18], [-0.75, 0.10, 0.58], [0.38, -0.50, 0.14], [-0.71, 0.07, -0.17], [-0.13, 0.12, -0.48], [0.04, -0.27, -0.09], [0.59, 0.19, -0.14], [-0.18, 0.09, 0.43], [0.18, 0.37, -0.12], [-0.10, 0.48, -0.13], [0.16, -0.05, 0.43], [-0.32, -0.38, -0.51], [-0.09, 0.11, 0.03], [-0.33, 0.11, 0.27], [-0.21, -0.02, 0.29], [0.21, 0.34, -0.60], [-0.27, -0.08, -0.48], [0.18, -0.50, 0.31], [-0.41, -0.27, 0.23], [0.22, -0.08, 0.00], [0.25, -0.37, 0.36], [0.15, 0.03, 0.08], [-0.22, -0.09, -0.02], [0.21, -0.04, -0.37], [-0.25, 0.15, 0.38], [0.58, -0.12, 0.05], [-0.61, -0.55, -0.45], [0.12, 0.18, 0.11], [-0.15, -0.11, -0.10], [-0.08, -0.41, -0.20], [-0.23, -0.09, 0.20], [0.56, -0.36, 0.23], [0.29, 0.21, 0.10], [0.61, -0.01, 1.29], [-0.83, -0.43, 1.15], [0.42, -0.43, -0.07], [-0.31, -0.13, 0.41], [-0.25, -0.82, 0.67], [0.94, -1.82, -1.43], [-0.19, 0.38, -0.08], [-0.29, -0.40, 0.13], [-0.53, -0.32, -0.01], [0.24, 0.36, 0.49], [0.45, 1.13, -0.99], [0.85, -0.61, -0.67], [0.16, -0.23, -0.36], [0.27, 0.19, 0.29], [-0.26, -0.76, -0.10], [0.25, 0.21, 0.87], [-0.98, -1.29, 0.56], [-0.85, -1.22, 0.47], [0.08, 0.07, 0.01], [0.07, 0.04, -0.62], [0.44, 0.46, 0.96], [-0.69, 0.13, 0.18], [-0.59, -0.05, 0.45], [-0.27, 1.08, -0.36], [0.34, -0.07, -0.28], [-0.29, -0.03, 0.08], [-0.22, -0.62, 0.32], [-1.50, -1.01, 1.17], [-0.91, -1.94, -0.58], [-0.22, -0.04, 0.60], [0.78, -0.04, -1.41], [0.56, -0.90, 1.09], [-0.52, 0.23, 0.64], [0.14, -0.07, 0.26], [-0.43, -0.39, -0.39], [1.15, -0.30, 0.75], [0.65, -0.04, 0.22], [0.14, -0.24, -0.22], [-2.47, 1.24, -0.79], [-0.46, -1.45, -1.87], [-0.52, 0.15, -0.10], [0.04, 0.28, -0.91], [0.38, 0.08, 0.28], [-0.27, 0.10, 0.34], [-0.34, -0.50, 0.97]], "total_charge": 0, "fmax_ev_per_a": 2.87, "total_energy_ev": -142687.5023, "homo_lumo_gap_ev": 8.60, "de_lowest_kj_mol": 0.0}